[1]
A 4-piece molecular cluster, C13H36N4O6 overall in a non-equilibrium geometry, computed with wB97M-V/def2-TZVPD.

Atoms and positions in Å:
C -1.47519 3.00801 4.13336
O -1.00009 3.55135 5.12560
N -2.07116 1.87430 4.18163
N -1.28058 3.59252 3.01772
H -2.51998 1.54034 3.34073
H -2.25931 1.45149 5.07937
H -1.48596 3.14807 2.13433
H -0.67352 4.39901 2.98354
C -5.58051 2.30643 -2.10493
O -5.07907 1.00821 -2.38583
C -5.82781 0.19887 -3.31044
C -5.20244 -1.18297 -3.64279
N -5.31532 -2.24479 -2.66098
C -4.61114 -3.47314 -3.10148
C -4.92318 -4.62228 -2.21989
O -4.35256 -4.39954 -0.92469
C -3.13888 -5.06992 -0.59251
H -6.66021 2.25671 -1.96392
H -5.23720 3.09994 -2.76869
H -5.17509 2.61436 -1.14113
H -6.07331 0.72979 -4.23020
H -6.87174 0.08835 -3.01700
H -4.16761 -0.94507 -3.88900
H -5.67993 -1.56534 -4.54496
H -6.30711 -2.33643 -2.49348
H -3.53216 -3.32960 -3.15898
H -4.88484 -3.80933 -4.10156
H -4.42295 -5.48526 -2.65936
H -5.99688 -4.80959 -2.20704
H -3.14435 -6.15991 -0.58857
H -2.73156 -4.66765 0.33505
H -2.44744 -4.80181 -1.39134
C 7.87156 2.89359 -0.93588
O 7.21169 3.27004 0.29325
C 7.76609 2.72680 1.45977
C 7.80732 1.15419 1.56379
N 6.55351 0.60648 2.03080
C 5.53116 0.46801 0.97868
C 4.09823 0.26367 1.59863
O 3.87914 -1.11945 1.66335
C 2.61411 -1.30967 2.35522
H 7.52616 3.40503 -1.83434
H 7.66073 1.83830 -1.10908
H 8.94701 3.07094 -0.92875
H 7.32936 3.11471 2.38004
H 8.81210 3.02795 1.51686
H 8.73261 0.93391 2.09616
H 8.00820 0.74880 0.57212
H 6.10777 1.03673 2.82848
H 5.88783 -0.37545 0.38752
H 5.46059 1.39046 0.40231
H 3.36444 0.76417 0.96685
H 3.92095 0.79358 2.53450
H 1.78792 -0.87793 1.79033
H 2.59868 -0.88336 3.35828
H 2.52692 -2.35955 2.63495
O -3.85700 -0.15740 0.43090
H -3.82575 -0.92931 -0.13426
H -4.19254 0.53948 -0.13301

Cartesian forces, eV/Å:
2.4 2.1 4.5
0.1 0.1 1.6
-2.5 -4.0 -0.5
0.3 2.0 -6.1
-0.1 -0.4 0.4
0.0 0.2 -0.4
0.0 0.1 0.1
-0.3 -0.3 0.3
0.0 -0.5 0.7
0.1 -0.7 -0.5
-0.8 0.0 0.1
0.1 1.1 -0.1
1.2 0.5 0.1
-1.0 0.9 -0.2
1.7 -0.6 0.8
-1.0 -0.4 1.0
0.2 0.8 -1.5
-0.2 0.3 -0.4
-0.3 -0.3 -0.7
0.1 -0.3 0.2
1.0 0.3 -0.6
-0.2 -0.4 1.1
0.2 -0.4 0.1
-0.1 0.5 -0.6
0.0 -0.8 0.2
0.0 0.4 0.3
-0.3 0.2 -0.6
-0.2 -0.4 -0.1
0.0 0.0 0.6
-0.6 -0.1 0.3
-0.4 -0.1 0.0
0.6 0.0 0.0
-0.3 -0.6 0.7
-0.5 0.6 -1.1
1.8 -1.5 -0.1
-0.8 1.8 -0.5
-0.3 -1.0 0.1
-0.4 0.7 1.4
1.7 -0.1 -1.6
-1.9 0.1 1.5
1.1 -0.6 0.3
-0.6 0.5 0.6
0.3 -0.1 -0.2
0.2 -0.1 0.5
-0.6 0.3 -0.4
0.4 0.3 -0.1
-0.4 -0.4 0.8
-0.2 -0.1 -0.1
0.7 0.4 0.1
-0.8 0.0 -0.4
0.2 0.0 -0.5
-0.2 -0.2 -0.6
0.6 -0.2 0.6
-0.1 -0.3 -0.1
0.4 0.8 0.0
-0.3 -0.2 -0.9
0.2 0.2 0.5
-0.1 -0.3 -0.3
-0.2 0.0 -0.4

Properties
Frontier orbital gap: 8.56 eV
SMILES: COCCNCCOC.COCCNCCOC.NC(N)=O.O
HOMO: -8.10 eV
Energy above the lowest of the compared OMol25 structures with the same formula, charge and spin: 1.756 eV
Lowest unoccupied orbital energy: 0.46 eV
Largest force on an atom: 6.39 eV/Å

=====

[2]
C62H50ClF9IrN4O5P2S as an isolated structure, computed with wB97M-V/def2-TZVPD.

Atoms and positions in Å:
Ir -0.36285 -0.92748 0.53465
Cl 0.33823 -2.18064 2.59465
C -1.06114 -3.13826 3.01927
C -0.87585 -4.10511 3.99086
C -1.95130 -4.90018 4.34647
C -3.18101 -4.72469 3.72554
C -3.33625 -3.75097 2.75527
C -2.27241 -2.92173 2.38570
P -2.49046 -1.61139 1.12802
C -3.47922 -0.33287 1.97259
C -3.40750 0.97795 1.51230
C -4.15092 1.98388 2.11050
C -4.96469 1.68579 3.19368
C -5.03547 0.38278 3.66741
C -4.30005 -0.62460 3.06035
C -3.68963 -2.38158 0.00246
C -4.79561 -1.65599 -0.43274
C -5.71451 -2.23690 -1.29653
C -5.53930 -3.54555 -1.71748
C -4.44580 -4.27945 -1.27091
C -3.52328 -3.70513 -0.41288
H 0.09502 -4.23561 4.44865
H -1.82429 -5.66405 5.10145
H -4.01895 -5.35432 3.99147
H -4.29406 -3.63638 2.26515
H -2.74559 1.22194 0.69900
H -4.07875 2.99956 1.74215
H -5.53778 2.46857 3.67289
H -5.66778 0.14642 4.51306
H -4.36738 -1.63064 3.45074
H -4.94650 -0.63497 -0.10528
H -6.56989 -1.66584 -1.63213
H -6.25710 -3.99909 -2.38839
H -4.31147 -5.30432 -1.59107
H -2.67267 -4.27983 -0.07013
F -4.89675 -0.90130 -6.55934
C -3.90689 -1.77929 -6.31387
F -3.14358 -1.82973 -7.41576
F -4.47243 -2.98423 -6.15536
C -3.10611 -1.36332 -5.10881
C -2.33278 -0.20870 -5.18542
C -1.60943 0.20342 -4.08607
C -1.65127 -0.52570 -2.89083
C -2.41877 -1.67450 -2.83426
C -3.14726 -2.09696 -3.94120
P -0.66997 0.17841 -1.50984
C 0.92032 0.46893 -2.35114
C 1.79043 -0.60375 -2.51475
C 2.98629 -0.43364 -3.18886
C 3.32015 0.80758 -3.70170
C 2.44294 1.87326 -3.58088
C 1.24176 1.70223 -2.91513
C 4.62617 1.02578 -4.41586
F 5.27555 2.09744 -3.92944
F 5.44795 -0.02734 -4.30757
F 4.43301 1.25001 -5.72900
C -1.51407 1.79498 -1.34198
C -2.88616 1.84190 -1.60591
C -3.60710 3.00603 -1.41060
C -2.95997 4.14595 -0.95531
C -1.59561 4.13049 -0.71702
C -0.87834 2.95979 -0.91454
C -3.76459 5.38527 -0.66279
F -4.31585 5.30862 0.56712
F -4.77253 5.53775 -1.53404
F -3.01924 6.49281 -0.69876
H -2.29627 0.36167 -6.10427
H -1.01197 1.10198 -4.16307
H -2.45943 -2.26788 -1.93857
H -3.73718 -3.00064 -3.88208
H 1.55741 -1.57880 -2.11061
H 3.66444 -1.26919 -3.29175
H 2.69436 2.83714 -4.00412
H 0.56292 2.53994 -2.86253
H -3.40660 0.95921 -1.95696
H -4.66985 3.02648 -1.61279
H -1.09383 5.02104 -0.36411
H 0.18979 2.97863 -0.75094
O 3.23866 0.94759 -0.34128
C 2.86904 -0.01127 0.32082
O 1.62398 -0.36168 0.40224
C 3.87612 -0.76537 1.14216
C 3.64239 -2.04221 1.62078
C 4.59466 -2.73062 2.38208
C 5.77032 -2.07390 2.63917
O 6.84490 -2.51426 3.34853
C 7.80309 -1.45012 3.32857
O 7.25338 -0.38365 2.55610
C 6.01213 -0.79399 2.16043
C 5.09572 -0.11626 1.40670
H 2.70695 -2.52625 1.38635
H 4.41772 -3.73172 2.74946
H 8.72274 -1.80261 2.86084
H 7.98129 -1.10781 4.34895
H 5.28848 0.86901 1.00813
C 4.53825 -4.20921 -1.52707
C 3.28864 -4.41313 -0.73345
C 3.21687 -5.31561 0.32257
C 2.03699 -5.36198 1.03552
N 0.98692 -4.59231 0.74397
C 1.14294 -3.77976 -0.29916
S -0.27723 -2.84409 -0.83244
N 2.23425 -3.65662 -1.04725
H 5.15037 -5.10910 -1.55163
H 5.12528 -3.41138 -1.06363
H 4.29282 -3.90216 -2.54149
H 4.05558 -5.94724 0.57995
H 1.91736 -6.03913 1.87498
C 1.84979 6.56400 -0.11155
C 2.25383 6.14576 1.29543
N 1.98561 4.73511 1.59719
C 3.12683 3.82167 1.56978
C 3.74924 3.72343 0.18512
C 0.70888 4.40929 1.84997
O -0.20848 5.22111 1.77992
C 0.31590 3.03341 2.34226
C -0.33927 2.99132 3.56807
C -0.90123 1.80221 3.99038
C -0.88426 0.72323 3.13038
N -0.29576 0.76147 1.92951
C 0.35736 1.88157 1.57983
H 2.16712 7.59081 -0.29563
H 0.76781 6.52153 -0.22463
H 2.31398 5.92656 -0.86392
H 1.71798 6.75004 2.02740
H 3.32271 6.29728 1.44760
H 2.81588 2.84485 1.93764
H 3.86926 4.20574 2.27529
H 3.00197 3.46642 -0.56648
H 4.50219 2.93982 0.16147
H 4.22147 4.66590 -0.09567
H -0.41119 3.89026 4.16607
H -1.39064 1.71238 4.94953
H -1.36358 -0.19885 3.41845
H 0.92250 1.81945 0.65968

Cartesian forces, eV/Å:
-0.4 0.3 0.0
0.0 0.1 -0.1
0.0 0.0 0.0
0.0 0.0 0.0
0.0 0.0 0.0
0.0 0.0 0.0
0.0 0.0 0.0
0.0 0.0 -0.1
0.2 0.1 0.0
0.0 0.0 0.0
0.0 0.0 0.0
0.0 0.0 0.0
0.0 0.0 0.0
0.0 0.0 0.0
0.0 0.0 0.0
-0.1 0.0 0.1
0.0 0.0 -0.1
0.0 0.0 0.0
0.0 0.0 0.0
0.0 0.0 0.0
0.0 -0.1 0.1
0.0 0.0 0.0
0.0 0.0 0.0
0.0 0.0 0.0
0.0 0.0 0.0
0.0 0.0 0.0
0.0 0.0 0.0
0.0 0.0 0.0
0.0 0.0 0.0
0.0 0.0 0.0
0.0 0.0 0.0
0.0 0.0 0.0
0.0 0.0 0.0
0.0 0.0 0.0
0.0 0.0 0.0
0.0 0.0 0.0
0.0 0.0 0.0
0.0 0.0 0.0
0.0 0.0 0.0
0.0 0.0 0.0
0.0 0.0 0.0
0.0 0.0 0.0
0.1 -0.1 0.0
0.0 0.0 0.0
0.0 0.0 0.0
-0.1 0.0 0.1
0.0 0.1 0.0
0.0 -0.1 0.0
0.0 0.0 0.0
0.0 0.0 0.0
0.0 0.0 0.0
0.0 0.0 0.0
0.0 0.0 0.0
0.0 0.0 0.0
0.0 0.0 0.0
0.0 0.0 0.0
0.0 0.0 -0.1
0.0 0.0 0.0
0.0 0.0 0.0
0.0 0.0 0.0
0.0 0.1 0.0
0.0 0.0 0.0
0.0 0.0 0.0
0.0 0.0 0.0
0.0 0.0 0.0
0.0 0.0 0.0
0.0 0.0 0.0
0.0 0.0 0.0
0.1 0.1 -0.1
0.0 0.0 0.0
0.0 0.0 0.0
0.0 0.0 0.0
0.0 0.0 0.0
0.0 0.0 0.0
0.0 0.0 0.0
0.0 0.0 0.0
0.0 0.0 0.0
0.0 0.0 -0.1
0.0 0.0 0.1
-0.2 0.3 -0.1
0.3 -0.7 0.2
0.0 0.0 0.0
0.0 0.0 0.1
0.0 0.0 0.0
0.0 0.0 0.0
0.0 0.0 0.0
0.0 0.0 0.0
0.0 0.0 0.0
0.0 0.0 0.0
0.0 0.0 -0.1
0.0 0.0 0.0
0.0 0.0 0.0
0.0 0.0 0.0
0.0 0.0 0.0
0.0 0.0 0.0
0.0 0.0 0.0
0.0 0.0 0.0
0.0 0.0 0.0
0.0 0.0 0.0
0.0 0.0 -0.1
0.0 0.0 0.0
0.0 -0.2 0.0
0.0 0.0 0.0
0.0 0.0 0.0
0.0 0.0 0.0
0.0 0.0 0.0
0.0 0.0 0.0
0.0 0.0 0.0
0.0 0.0 0.0
0.0 0.0 -0.1
-0.1 0.0 -0.1
0.0 0.1 0.1
0.0 0.1 0.0
0.1 0.0 0.2
0.0 0.0 0.1
0.0 0.0 0.0
0.0 0.0 0.0
0.0 0.0 0.0
0.1 0.0 0.0
-0.1 0.0 -0.1
0.1 -0.1 -0.1
0.0 0.0 0.0
0.0 0.0 0.0
0.0 0.0 0.0
0.0 0.0 0.0
0.0 0.0 0.0
0.0 0.0 -0.1
0.0 -0.1 0.0
0.0 0.0 0.0
0.0 0.0 0.0
0.0 0.0 0.0
0.0 0.0 0.0
0.0 0.0 0.0
0.0 0.0 0.0
0.0 0.0 0.1

Properties
Frontier orbital gap: 7.07 eV
HOMO: -10.07 eV
Energy above the lowest of the compared OMol25 structures with the same formula, charge and spin: 0.000 eV
Lowest unoccupied orbital energy: -3.00 eV
Net charge: +1
Largest force on an atom: 0.82 eV/Å

=====

[3]
A 28-piece molecular cluster, H56O28 overall in a non-equilibrium geometry, computed with wB97M-V/def2-TZVPD.

Atoms and positions in Å:
O -6.37714 -32.75332 -25.80439
H -5.98959 -33.22313 -26.54285
H -6.74372 -33.44081 -25.24832
O -6.38218 -32.18432 -28.86488
H -7.23767 -31.91726 -29.20111
H -6.36208 -33.13351 -28.98675
O -0.73899 -34.91907 -22.55161
H -0.93252 -34.14140 -23.07507
H 0.17412 -35.12318 -22.75358
O -0.66308 -32.41694 -23.90318
H -0.90683 -31.64559 -23.39148
H 0.18339 -32.19134 -24.28895
O -7.73552 -34.28118 -23.80963
H -7.46441 -34.76621 -23.03021
H -7.98555 -33.41794 -23.48018
O -8.49617 -29.41360 -21.41796
H -8.92203 -28.56790 -21.55825
H -8.98745 -29.81356 -20.70038
O -10.38543 -32.65269 -25.38030
H -10.73008 -31.87404 -25.81752
H -10.27837 -32.38739 -24.46685
O -8.39871 -31.80332 -22.81851
H -8.63550 -31.17904 -22.13262
H -8.05119 -31.26129 -23.52679
O -8.16216 -29.33282 -26.73840
H -7.30993 -29.34694 -27.17397
H -7.96906 -29.54916 -25.82618
O -6.02017 -29.54190 -28.20442
H -5.58038 -29.13394 -28.95032
H -5.78291 -30.46740 -28.26275
O -1.03532 -30.76368 -27.65564
H -0.70977 -30.87516 -28.54885
H -1.90235 -31.16916 -27.66385
O -2.53077 -29.03948 -23.44021
H -2.16989 -29.32677 -24.27894
H -3.41788 -29.39867 -23.42499
O -4.20869 -31.19337 -19.18484
H -4.04528 -32.13503 -19.13173
H -3.97473 -30.85997 -18.31862
O -1.91115 -35.33351 -27.20710
H -2.34389 -34.87389 -27.92662
H -2.47647 -35.18035 -26.45000
O -4.55143 -32.38813 -22.31009
H -4.10751 -32.14347 -21.49810
H -5.39987 -32.72868 -22.02653
O 0.02272 -30.14823 -22.04214
H 0.93410 -30.10104 -22.33092
H -0.47525 -29.74295 -22.75208
O -4.65771 -30.90028 -24.75097
H -5.59338 -30.88970 -24.95250
H -4.56782 -31.55976 -24.06305
O -10.21606 -29.92579 -24.04180
H -10.00137 -28.99300 -24.03518
H -10.55994 -30.08667 -24.92048
O -6.09169 -29.23255 -19.64602
H -5.36209 -29.84087 -19.52828
H -6.56842 -29.57318 -20.40293
O -3.83887 -33.02895 -29.83934
H -4.43809 -33.67243 -30.21764
H -4.05672 -33.01701 -28.90733
O -3.48141 -32.45442 -27.12378
H -3.33501 -33.18532 -26.52330
H -4.10466 -31.88959 -26.66690
O -3.59638 -29.41658 -26.80666
H -3.64881 -29.96735 -26.02554
H -4.50134 -29.15564 -26.97749
O -10.69268 -29.99301 -26.50647
H -9.80132 -29.82771 -26.81369
H -11.10428 -30.48441 -27.21734
O -1.45903 -27.52476 -27.23175
H -2.16115 -28.16503 -27.11630
H -1.69120 -26.80549 -26.64439
O -7.16709 -29.11788 -24.09656
H -6.87638 -28.20868 -24.16779
H -7.34894 -29.23939 -23.16469
O 0.14873 -28.94181 -25.06089
H -0.27391 -29.29555 -25.84350
H 0.91926 -29.49521 -24.93335
O -3.25228 -34.37477 -24.88648
H -3.94500 -33.71828 -24.95999
H -3.53774 -34.94607 -24.17350
O -6.67480 -26.53685 -23.11604
H -6.68913 -25.60162 -23.31940
H -6.04018 -26.61794 -22.40406

Cartesian forces, eV/Å:
0.3 0.3 -0.1
0.0 0.1 -0.4
-0.5 -0.5 0.6
0.0 0.0 0.1
-0.4 0.2 0.0
0.0 -0.2 -0.1
-0.2 -0.6 0.4
0.0 0.6 -0.4
0.1 0.0 0.0
-0.3 -0.3 -0.3
0.1 0.2 0.4
0.1 0.0 -0.2
0.5 -0.6 -0.5
0.0 -0.2 0.1
-0.5 0.6 0.4
0.3 -0.1 0.1
-0.1 0.3 -0.1
-0.2 0.0 0.4
0.0 -0.6 -0.2
0.1 0.2 0.0
0.1 0.1 0.4
0.5 -0.9 0.1
-0.2 0.3 -0.2
-0.2 0.4 -0.4
-0.8 0.1 0.2
0.3 0.1 -0.7
0.0 0.0 0.7
0.2 0.5 0.0
0.1 0.3 -0.2
0.1 -0.8 -0.1
0.5 0.2 0.2
0.1 0.0 -0.2
-0.5 -0.3 0.1
0.3 0.1 0.4
0.2 0.1 -0.4
-0.4 -0.2 -0.1
0.1 -0.1 -0.2
0.0 -0.3 0.1
0.2 0.1 0.3
0.2 -0.2 -0.3
0.0 0.1 -0.4
-0.1 0.0 0.5
0.0 -0.2 -0.2
0.3 0.3 0.1
-0.4 -0.1 0.0
0.0 -0.4 0.3
0.2 0.0 0.0
-0.4 0.7 -0.2
0.6 0.5 -0.3
-0.4 0.0 -0.1
0.1 -0.3 0.6
0.3 0.0 1.5
0.0 0.2 -0.1
-0.3 0.1 -0.6
-0.3 0.5 0.1
0.2 -0.3 -0.1
-0.2 0.0 -0.2
0.2 -0.3 -0.5
0.0 -0.1 -0.3
0.2 0.4 0.6
-0.2 -0.2 -0.6
0.5 -0.2 0.1
-0.2 0.4 0.4
0.6 0.3 -0.3
-0.1 -0.2 0.5
-0.4 0.1 -0.1
-1.4 -0.3 -0.7
1.3 0.4 -0.2
-0.4 0.0 -0.2
0.4 0.3 -0.2
-0.5 -0.5 0.0
0.0 0.2 0.2
0.0 -0.7 -0.3
0.2 0.6 0.0
-0.1 0.0 0.3
-0.1 0.0 0.7
-0.2 0.0 -0.8
0.2 -0.1 -0.1
0.0 0.0 -0.2
-0.4 0.3 0.4
0.1 -0.2 0.3
-0.2 -0.1 -0.1
0.0 0.2 -0.2
0.3 -0.1 0.3

Properties
Frontier orbital gap: 10.01 eV
HOMO: -10.38 eV
Energy above the lowest of the compared OMol25 structures with the same formula, charge and spin: 3.203 eV
Lowest unoccupied orbital energy: -0.37 eV
Largest force on an atom: 1.58 eV/Å